Entry 1:
Here is a molecular structure, C25H19BrFIN7O6S2V from the OMol25 dataset. Energies are from wB97M-V/def2-TZVPD.

E_HOMO (spin up / spin down), eV: -4.34 / -4.69
Total charge: -1
Frontier orbital gap (spin up / spin down), eV: 6.4 / 6.6
Expectation value of S²: 3.756
2S+1: 4
Energy above the lowest of the compared OMol25 structures with the same formula, charge and spin, kJ/mol: 59.7

CARTESIAN COORDINATES (ANGSTROEM)
V  -0.5790  0.5879  0.3436
C  4.2946  1.4739  3.7207
S  3.7227  2.6983  2.5410
C  2.0413  2.1758  2.2617
S  1.3328  0.9003  3.0513
N  1.4711  3.0470  1.4308
N  0.2754  2.6841  0.9526
C  -0.5083  3.6592  0.6181
C  -1.7571  3.3706  -0.0557
C  -2.6539  4.3797  -0.4129
C  -3.8216  4.0409  -1.0653
C  -4.0759  2.7051  -1.3516
C  -3.1425  1.7606  -0.9656
N  -2.0099  2.0802  -0.3363
H  5.3431  1.7131  3.9044
H  4.2089  0.4668  3.3182
H  3.7292  1.5272  4.6492
H  -0.2197  4.6858  0.8250
H  -2.4200  5.4075  -0.1695
H  -4.5313  4.8082  -1.3483
H  -4.9783  2.3948  -1.8587
H  -3.2869  0.7030  -1.1478
Br  4.1496  1.9683  -1.3858
C  4.0748  0.4323  -0.2476
C  5.2792  -0.0647  0.2265
C  5.2142  -1.2007  1.0140
C  3.9789  -1.7701  1.2754
C  2.8392  -1.1687  0.7611
N  2.8920  -0.0668  0.0017
C  1.4814  -1.8167  1.0274
O  1.4859  -2.9976  1.3813
O  0.4651  -1.0820  0.9019
H  6.2116  0.4216  -0.0176
H  6.1215  -1.6380  1.4127
H  3.8601  -2.6707  1.8595
I  0.0304  -2.2852  -2.2004
C  0.4735  -0.3061  -2.6900
C  0.9563  -0.0795  -3.9762
C  1.2773  1.2092  -4.3512
C  1.1153  2.2268  -3.4271
C  0.6357  1.9079  -2.1741
N  0.3005  0.6640  -1.7970
H  1.0730  -0.9117  -4.6540
H  1.6570  1.4109  -5.3448
H  1.3748  3.2511  -3.6539
H  0.5278  2.6746  -1.4226
F  -0.7563  -5.1571  -0.9372
C  -1.9025  -4.6729  -0.4337
C  -1.8999  -3.7204  0.5042
N  -3.0757  -3.2115  1.0182
C  -3.0019  -2.0733  1.9209
C  -2.3557  -0.8698  1.2553
O  -2.0093  0.0933  1.9711
O  -2.1031  -0.9255  0.0171
C  -4.3025  -3.5817  0.5206
O  -5.3603  -3.0979  0.8767
N  -4.2526  -4.5866  -0.4280
C  -3.1344  -5.1920  -0.9943
O  -3.2433  -6.0401  -1.8552
H  -0.9713  -3.3039  0.8879
H  -2.3883  -2.3310  2.7846
H  -4.0050  -1.8357  2.2629
H  -5.1478  -4.8720  -0.7953

---

Entry 2:
Here is a molecular structure, C25H19BrFIN7O6S2V at a distorted geometry from the OMol25 dataset. Energies are from wB97M-V/def2-TZVPD.

E_HOMO (spin up / spin down), eV: -3.36 / -5.21
Total charge: -1
Frontier orbital gap (spin up / spin down), eV: 5.5 / 7.3
Expectation value of S²: 3.787
2S+1: 4
Energy above the lowest of the compared OMol25 structures with the same formula, charge and spin, kJ/mol: 125.5

CARTESIAN COORDINATES (ANGSTROEM)
V  0.7752  0.6772  0.0147
C  -1.6147  3.5475  4.2745
S  0.1178  3.6116  3.7523
C  0.0906  2.5142  2.3550
S  1.5217  1.5597  2.0886
N  -0.9685  2.4647  1.6371
N  -0.9086  1.5483  0.5879
C  -2.0469  1.5214  -0.1296
C  -2.2865  0.5118  -1.0875
C  -3.5462  0.3786  -1.7230
C  -3.7532  -0.6597  -2.5921
C  -2.7154  -1.5740  -2.8358
C  -1.5187  -1.3835  -2.1719
N  -1.2830  -0.3747  -1.3365
H  -1.7965  4.4204  4.9005
H  -1.7986  2.6365  4.8408
H  -2.2441  3.5804  3.3894
H  -2.8127  2.2507  0.1024
H  -4.3315  1.0900  -1.4964
H  -4.7145  -0.7816  -3.0771
H  -2.8388  -2.4047  -3.5167
H  -0.6989  -2.0855  -2.3040
Br  3.3937  -1.5072  1.6436
C  3.8506  -0.1910  0.3706
C  5.2041  0.0841  0.2403
C  5.6029  1.0210  -0.6855
C  4.6368  1.6614  -1.4374
C  3.3141  1.3617  -1.2138
N  2.8998  0.4214  -0.3330
C  2.2213  2.2758  -1.7492
O  2.4124  2.9635  -2.7304
O  1.1831  2.2606  -0.9864
H  5.9128  -0.4370  0.8657
H  6.6527  1.2659  -0.7948
H  4.8703  2.4145  -2.1773
I  2.4233  -1.7555  -3.3842
C  1.1849  -0.2149  -4.1095
C  1.0096  -0.0742  -5.4817
C  0.1892  0.9544  -5.9079
C  -0.4040  1.7839  -4.9685
C  -0.1550  1.5522  -3.6290
N  0.6263  0.5542  -3.2023
H  1.4988  -0.7429  -6.1757
H  0.0193  1.1092  -6.9668
H  -1.0401  2.6062  -5.2678
H  -0.5731  2.1799  -2.8511
F  0.7062  -2.0497  5.9120
C  -0.2289  -2.4980  5.0631
C  -0.3830  -1.9528  3.8562
N  -1.3570  -2.3696  2.9752
C  -1.3977  -1.7487  1.6513
C  -0.1256  -2.1010  0.8891
O  0.1851  -3.2633  0.7219
O  0.5596  -1.0672  0.5272
C  -2.2218  -3.3944  3.2877
O  -3.1176  -3.7818  2.5680
N  -2.0036  -3.9480  4.5420
C  -1.0719  -3.5885  5.5123
O  -1.0236  -4.1534  6.5853
H  0.2656  -1.1494  3.5159
H  -1.4838  -0.6690  1.7582
H  -2.2574  -2.1402  1.1177
H  -2.6063  -4.7215  4.7767

---

Entry 3:
Here is a molecular structure, C25H19F10N5O4V from the OMol25 dataset. Energies are from wB97M-V/def2-TZVPD.

E_HOMO (spin up / spin down), eV: 0.16 / -1.05
Total charge: -2
Frontier orbital gap (spin up / spin down), eV: 4.6 / 5.8
Expectation value of S²: 0.774
2S+1: 2
Energy above the lowest of the compared OMol25 structures with the same formula, charge and spin, kJ/mol: 0.0

CARTESIAN COORDINATES (ANGSTROEM)
V  0.2357  -0.2724  0.5055
C  1.7056  -1.2187  3.2308
N  1.9670  -0.4991  1.9891
C  2.9979  -1.1914  1.2188
C  3.2066  -0.4873  -0.1107
N  1.9175  -0.0130  -0.5655
C  1.9961  0.7457  -1.7275
C  2.6012  2.0028  -1.7779
F  3.1490  2.5204  -0.6639
C  2.6432  2.7801  -2.9181
F  3.2288  3.9914  -2.8996
C  2.0532  2.3240  -4.0780
F  2.0794  3.0700  -5.2001
C  1.4438  1.0841  -4.0776
F  0.8873  0.6255  -5.2160
C  1.4349  0.3098  -2.9320
F  0.8647  -0.8932  -3.0037
C  2.3189  0.8927  2.2795
C  1.0995  1.6903  2.7027
N  -0.0174  1.3721  1.8289
C  -1.1182  2.1459  1.9243
C  -1.2349  3.4500  2.4720
F  -0.1568  4.1218  2.9550
C  -2.4149  4.1702  2.5169
F  -2.4052  5.4179  3.0340
C  -3.5907  3.6584  2.0203
F  -4.7398  4.3729  2.0479
C  -3.5478  2.3806  1.4908
F  -4.6857  1.8252  1.0325
C  -2.3774  1.6588  1.4646
F  -2.4733  0.4030  1.0105
H  2.5967  -1.1818  3.8785
H  0.8551  -0.7767  3.7424
H  1.4456  -2.2511  3.0115
H  3.9431  -1.2544  1.7857
H  2.6282  -2.2051  1.0509
H  3.9416  0.3256  0.0049
H  3.6598  -1.2039  -0.8150
H  3.0956  0.9420  3.0614
H  2.7153  1.3373  1.3711
H  0.8482  1.4880  3.7580
H  1.4048  2.7356  2.6541
O  -0.5333  -1.5135  1.8037
N  -1.0189  -2.7123  1.4622
N  -1.0260  -2.7700  0.1225
O  -0.5667  -1.6944  -0.5453
C  -1.4535  -3.8579  -0.5548
C  -1.3995  -3.8826  -1.9689
C  -1.8320  -4.9991  -2.6524
C  -2.3281  -6.1241  -1.9860
C  -2.3786  -6.0946  -0.5922
C  -1.9549  -4.9959  0.1288
H  -1.0153  -3.0122  -2.4809
H  -1.7834  -4.9968  -3.7366
H  -2.6658  -6.9937  -2.5366
H  -2.7621  -6.9557  -0.0530
H  -2.0003  -4.9776  1.2075
C  -2.2302  2.2362  -1.9530
C  -0.8706  2.1300  -1.2622
O  -0.1830  3.1464  -1.1157
O  -0.5433  0.9415  -0.9426
H  -2.5527  3.2746  -2.0112
H  -2.9673  1.6286  -1.4271
H  -2.1369  1.8291  -2.9631

---

Entry 4:
Here is a molecular structure, C25H19InN2O10PS at a distorted geometry from the OMol25 dataset. Energies are from wB97M-V/def2-TZVPD.

E_HOMO, eV: -11.68
Total charge: +1
Frontier orbital gap, eV: 7.8
Energy above the lowest of the compared OMol25 structures with the same formula, charge and spin, kJ/mol: 0.0

CARTESIAN COORDINATES (ANGSTROEM)
In  1.2584  0.3553  0.9506
O  3.1957  2.2470  4.6330
C  2.5491  1.5866  3.6885
O  2.6131  1.8277  2.5090
C  1.6908  0.4782  4.2140
C  1.6292  0.1174  5.5491
C  0.8078  -0.9395  5.9025
C  0.0860  -1.5935  4.9145
C  0.2149  -1.1565  3.6095
N  0.9987  -0.1400  3.2650
C  -0.3751  -1.8667  2.4248
O  -1.5032  -2.5374  2.5585
O  0.2229  -1.8514  1.3742
H  3.7348  2.9375  4.2087
H  2.2158  0.6522  6.2811
H  0.7425  -1.2625  6.9324
H  -0.5321  -2.4482  5.1557
H  -1.9269  -2.3487  3.4082
O  -1.5174  3.1648  1.9978
S  -0.9376  2.2168  1.1065
O  -1.0771  0.7819  1.4649
O  0.5400  2.4011  0.8539
C  -1.6339  2.3609  -0.5018
C  -2.4956  3.4120  -0.7558
C  -2.9988  3.5783  -2.0397
C  -2.6255  2.7063  -3.0469
C  -1.7535  1.6564  -2.7821
C  -1.2453  1.4584  -1.5051
P  -0.1612  -0.0039  -1.2465
C  0.8119  -0.0824  -2.7669
C  0.5934  -1.0187  -3.7729
C  1.3654  -0.9870  -4.9268
C  2.3490  -0.0213  -5.0796
C  2.5652  0.9198  -4.0802
C  1.8033  0.8878  -2.9255
C  -1.2831  -1.4178  -1.2492
C  -0.7619  -2.6969  -1.4483
C  -1.5984  -3.7977  -1.4356
C  -2.9594  -3.6318  -1.2027
C  -3.4791  -2.3657  -0.9841
C  -2.6442  -1.2556  -1.0105
H  -2.7597  4.0872  0.0464
H  -3.6752  4.3956  -2.2508
H  -3.0106  2.8396  -4.0490
H  -1.4664  0.9870  -3.5836
H  -0.1800  -1.7689  -3.6668
H  1.1941  -1.7168  -5.7067
H  2.9502  -0.0002  -5.9790
H  3.3315  1.6741  -4.1971
H  1.9801  1.6285  -2.1546
H  0.3007  -2.8365  -1.6116
H  -1.1901  -4.7852  -1.6042
H  -3.6138  -4.4936  -1.1949
H  -4.5374  -2.2353  -0.8012
H  -3.0608  -0.2713  -0.8429
O  5.0212  0.1931  1.0806
N  3.8812  0.0437  0.8425
O  3.2434  0.7084  -0.0624
O  3.1134  -0.7726  1.4932